The following is a DFT calculation (ωB97M-V/def2-TZVPD) of a single C6H6 molecule in a non-equilibrium geometry.

Frontier orbital gap (eV): 9.7
SMILES: C#CCC#CC
Relative energy (zero: lowest compared OMol25 entry of this formula, charge and spin) (eV): 5.607
E_LUMO (eV): 0.300

```
! RIJCOSX wB97M-V def2-TZVPD def2/J DEFGRID3
* xyz 0 1
H -3.109 0.210 0.695
H 1.446 -1.502 0.223
H -3.030 0.951 -0.914
C -0.132 -0.307 -0.415
C 1.157 -0.926 -0.674
C 2.965 0.205 -0.022
C -1.191 0.217 -0.188
C -2.496 0.833 0.035
H 1.133 -1.631 -1.498
H -2.385 1.821 0.494
H 3.432 0.068 0.922
C 2.220 0.149 -0.986
*
```